This record from OMol25 describes a structure of composition C30H35AlClF4O3S. The level of theory is ωB97M-V/def2-TZVPD.

HOMO level   -5.13 eV
Lowest unoccupied orbital energy   1.23 eV
Gap between HOMO and LUMO   6.36 eV
Charge   -1

Geometry (Å):
C (5.98, 1.69, 1.36)
C (6.24, 3.25, 0.95)
O (5.53, 4.24, 1.77)
Al (3.67, 3.95, 1.80)
C (2.53, 5.45, 0.97)
C (0.95, 5.02, 0.68)
C (0.70, 3.39, 0.79)
C (-0.87, 2.95, 0.47)
S (-1.18, 1.40, 1.55)
O (-2.20, 0.43, 0.90)
O (0.16, 0.60, 1.79)
Cl (-1.90, 2.16, 3.40)
H (5.42, 1.18, 0.44)
H (5.33, 1.53, 2.33)
H (6.97, 1.05, 1.51)
H (7.40, 3.44, 1.09)
H (6.01, 3.39, -0.19)
H (3.33, 2.53, 1.19)
H (3.26, 3.89, 3.36)
H (2.45, 6.35, 1.75)
H (2.96, 5.91, -0.02)
H (0.25, 5.50, 1.51)
H (0.59, 5.48, -0.34)
H (1.43, 2.78, 0.09)
H (0.86, 3.12, 1.94)
H (-1.54, 3.83, 0.85)
H (-1.05, 2.63, -0.64)
F (-2.91, -1.89, -4.26)
C (-3.25, -2.30, -3.03)
C (-4.07, -3.41, -2.88)
C (-4.42, -3.84, -1.60)
C (-3.95, -3.14, -0.48)
C (-3.14, -2.02, -0.64)
C (-2.78, -1.60, -1.92)
H (-4.43, -3.93, -3.76)
H (-5.05, -4.71, -1.48)
H (-4.23, -3.48, 0.51)
H (-2.78, -1.48, 0.23)
H (-2.14, -0.74, -2.06)
F (-5.87, -7.74, -2.53)
C (-4.67, -7.85, -3.12)
C (-3.55, -7.28, -2.52)
C (-2.31, -7.40, -3.13)
C (-2.19, -8.09, -4.34)
C (-3.31, -8.66, -4.93)
C (-4.56, -8.54, -4.32)
H (-3.67, -6.74, -1.58)
H (-1.43, -6.96, -2.66)
H (-1.21, -8.18, -4.81)
H (-3.22, -9.19, -5.88)
H (-5.44, -8.99, -4.76)
F (-8.76, -1.89, 4.09)
C (-8.32, -2.67, 3.09)
C (-7.95, -2.08, 1.88)
C (-7.48, -2.89, 0.84)
C (-7.40, -4.27, 1.01)
C (-7.78, -4.85, 2.23)
C (-8.23, -4.04, 3.27)
H (-8.03, -1.01, 1.76)
H (-7.18, -2.44, -0.10)
H (-7.04, -4.90, 0.20)
H (-7.72, -5.93, 2.36)
H (-8.52, -4.48, 4.22)
F (8.93, 6.59, 3.41)
C (9.28, 6.73, 2.13)
C (8.46, 6.21, 1.13)
C (8.82, 6.36, -0.21)
C (10.01, 7.02, -0.54)
C (10.83, 7.53, 0.47)
C (10.46, 7.39, 1.81)
H (7.55, 5.69, 1.41)
H (8.18, 5.96, -0.99)
H (10.30, 7.13, -1.58)
H (11.76, 8.04, 0.21)
H (11.09, 7.79, 2.60)

These are the Mulliken partial charges, in e, on atoms 1 to 2: number 1, C, carries -0.888; number 2, C, carries -0.057

***

This record from OMol25 describes a structure of composition C30H35BrCoN8S. The level of theory is ωB97M-V/def2-TZVPD.

HOMO level (spin up / spin down)   -13.49 / -13.48 eV
Lowest unoccupied orbital energy (spin up / spin down)   -6.06 / -6.20 eV
Gap between HOMO and LUMO (spin up / spin down)   7.43 / 7.28 eV
<S²>   3.76
Charge   +2
2S+1   4

Geometry (Å):
Co (1.07, 0.84, -0.21)
C (-0.21, 3.44, 3.04)
C (-0.01, 2.63, 1.80)
N (1.10, 2.18, 1.38)
C (2.38, 2.20, 2.05)
C (2.78, 0.72, 2.31)
N (2.16, -0.20, 1.34)
C (3.03, -1.15, 0.63)
C (3.78, -0.50, -0.52)
N (2.93, 0.47, -1.26)
C (2.60, 0.16, -2.68)
C (1.23, -0.50, -2.87)
N (0.28, 0.17, -2.00)
C (-0.97, 0.32, -2.17)
C (-1.77, -0.16, -3.33)
C (-1.65, 1.14, -1.09)
C (-2.98, 1.53, -1.06)
C (-3.39, 2.31, 0.02)
C (-2.50, 2.71, 1.01)
C (-1.18, 2.30, 0.89)
N (-0.83, 1.52, -0.12)
H (0.49, 4.27, 3.06)
H (-0.04, 2.83, 3.93)
H (-1.22, 3.85, 3.10)
H (2.39, 2.77, 2.98)
H (3.09, 2.66, 1.36)
H (2.46, 0.44, 3.32)
H (3.87, 0.63, 2.30)
H (1.44, -0.74, 1.81)
H (2.36, -1.93, 0.24)
H (3.74, -1.64, 1.30)
H (4.13, -1.28, -1.20)
H (4.66, 0.02, -0.16)
H (3.43, 1.35, -1.27)
H (3.38, -0.45, -3.13)
H (2.59, 1.12, -3.21)
H (1.27, -1.56, -2.59)
H (0.96, -0.45, -3.92)
H (-1.29, -1.00, -3.83)
H (-1.89, 0.65, -4.06)
H (-2.77, -0.47, -3.02)
H (-3.68, 1.25, -1.83)
H (-4.43, 2.63, 0.08)
H (-2.84, 3.34, 1.82)
S (-3.48, -4.58, 1.72)
C (-2.29, -3.34, 1.27)
C (-1.47, -3.49, 0.16)
C (-0.55, -2.50, -0.14)
N (-0.41, -1.38, 0.57)
C (-1.21, -1.24, 1.63)
C (-2.15, -2.17, 2.02)
C (-2.42, -5.54, 2.80)
C (-2.36, -5.25, 4.16)
C (-1.52, -6.02, 4.95)
N (-0.77, -7.01, 4.48)
C (-0.85, -7.28, 3.19)
C (-1.67, -6.58, 2.30)
H (-1.54, -4.38, -0.46)
H (0.10, -2.62, -1.00)
H (-1.09, -0.32, 2.20)
H (-2.77, -2.00, 2.89)
H (-2.97, -4.47, 4.59)
H (-1.45, -5.82, 6.02)
H (-0.25, -8.11, 2.83)
H (-1.71, -6.86, 1.26)
Br (-0.31, 5.24, -0.65)
C (0.06, 4.75, -2.45)
C (-0.11, 5.72, -3.42)
C (0.16, 5.37, -4.73)
C (0.57, 4.07, -5.00)
C (0.70, 3.19, -3.95)
N (0.45, 3.51, -2.67)
H (-0.43, 6.72, -3.15)
H (0.04, 6.09, -5.52)
H (0.79, 3.75, -6.01)
H (1.02, 2.17, -4.13)

These are the natural (NBO) partial charges, in e, on atoms 1 to 2: number 1, Co, carries 1.459; number 2, C, carries -0.705

***

This record from OMol25 describes a structure of composition C30H35F3N3O8Pb. The level of theory is ωB97M-V/def2-TZVPD.

HOMO level   -3.24 eV
Lowest unoccupied orbital energy   2.00 eV
Relative energy (zero: lowest compared OMol25 entry of this formula, charge and spin)   153.6 kJ/mol
Gap between HOMO and LUMO   5.24 eV
Charge   -1

Geometry (Å):
Pb (-0.79, 0.27, 1.10)
O (-4.34, 3.16, 3.89)
C (-3.50, 2.41, 3.14)
O (-3.55, 2.31, 1.91)
C (-2.35, 1.81, 3.96)
O (-2.04, 0.50, 3.44)
C (-1.37, -0.47, 4.27)
C (0.09, -0.84, 3.83)
O (1.05, -0.70, 4.60)
O (0.17, -1.20, 2.59)
H (-5.01, 3.62, 3.29)
H (-2.65, 1.83, 5.00)
H (-1.46, 2.49, 3.81)
H (-1.98, -1.38, 4.14)
H (-1.29, -0.20, 5.37)
C (2.08, -5.79, 0.31)
C (2.23, -4.30, 0.50)
C (3.03, -3.69, 1.47)
C (2.97, -2.33, 1.73)
C (3.69, -1.71, 2.87)
C (2.27, -1.53, 0.83)
C (1.32, -2.08, -0.11)
C (1.46, -3.49, -0.34)
N (0.31, -1.33, -0.58)
C (-0.53, -1.66, -1.78)
C (-1.64, -2.75, -1.36)
C (-2.55, -2.96, -2.58)
C (-1.73, -3.52, -3.76)
C (-0.69, -2.46, -4.19)
C (-1.38, -1.17, -4.64)
C (-2.19, -0.61, -3.44)
C (-3.22, -1.65, -3.00)
C (-1.32, -0.38, -2.17)
C (0.25, -2.18, -2.98)
H (2.53, -6.32, 1.16)
H (2.51, -6.12, -0.61)
H (0.99, -6.03, 0.45)
H (3.62, -4.35, 2.12)
H (4.19, -2.45, 3.51)
H (2.99, -1.24, 3.54)
H (4.42, -0.98, 2.55)
H (2.22, -0.45, 0.96)
H (0.88, -4.01, -1.08)
H (-2.20, -2.30, -0.55)
H (-1.22, -3.74, -1.03)
H (-3.32, -3.69, -2.26)
H (-2.42, -3.71, -4.60)
H (-1.21, -4.51, -3.53)
H (-0.14, -2.87, -5.02)
H (-2.16, -1.37, -5.41)
H (-0.62, -0.45, -5.08)
H (-2.61, 0.33, -3.74)
H (-3.82, -1.85, -3.89)
H (-3.87, -1.22, -2.25)
H (-2.08, -0.04, -1.45)
H (-0.63, 0.45, -2.24)
H (1.08, -1.54, -3.26)
H (0.70, -3.10, -2.62)
N (2.33, 6.60, -0.93)
C (1.06, 6.17, -0.99)
O (0.36, 6.27, -2.01)
C (0.50, 5.52, 0.29)
C (1.29, 4.96, 1.31)
C (0.60, 4.20, 2.30)
N (-0.70, 4.06, 2.37)
C (-1.42, 4.67, 1.40)
C (-0.90, 5.50, 0.44)
H (2.70, 7.05, -1.76)
H (2.89, 6.45, -0.09)
H (2.36, 4.84, 1.33)
H (1.15, 3.52, 2.91)
H (-2.54, 4.64, 1.52)
H (-1.54, 6.07, -0.32)
F (3.26, 0.83, -1.57)
C (2.99, 1.88, -0.75)
F (3.75, 1.78, 0.34)
F (3.44, 2.95, -1.55)
C (1.43, 1.91, -0.43)
O (1.15, 1.51, 0.76)
O (0.66, 2.18, -1.34)

These are the Mulliken partial charges, in e, on atoms 1 to 2: number 1, Pb, carries 1.295; number 2, O, carries -0.523

***

This record from OMol25 describes a cluster of 5 separate species, C30H35N5O12P2S in total. The level of theory is ωB97M-V/def2-TZVPD.

HOMO level   -8.51 eV
Lowest unoccupied orbital energy   -1.04 eV
Gap between HOMO and LUMO   7.47 eV
Charge   0

Geometry (Å):
C (-3.72, -1.86, 0.24)
C (-3.17, -0.48, 0.76)
P (-4.06, 0.90, -0.19)
C (-2.93, 2.39, -0.14)
C (-5.63, 1.17, 0.79)
O (-5.62, 2.11, 1.91)
S (-7.21, 2.12, 2.42)
O (-7.66, 0.82, 2.97)
O (-7.53, 3.34, 3.18)
O (-7.84, 2.25, 0.89)
C (-6.96, 1.47, 0.01)
C (-6.79, 2.16, -1.40)
P (-8.07, 0.00, -0.43)
N (-7.34, -1.16, -1.26)
H (-3.09, -2.23, -0.59)
H (-4.73, -1.66, -0.19)
H (-3.87, -2.60, 1.05)
H (-3.44, -0.32, 1.83)
H (-2.07, -0.41, 0.63)
H (-1.91, 2.01, 0.11)
H (-2.83, 2.89, -1.13)
H (-3.17, 3.15, 0.63)
H (-5.79, 0.17, 1.26)
H (-6.24, 1.43, -2.04)
H (-6.20, 3.10, -1.32)
H (-7.82, 2.33, -1.78)
H (-9.14, 0.57, -1.20)
H (-8.65, -0.53, 0.76)
H (-6.37, -0.85, -1.35)
C (3.20, 5.10, 0.43)
C (3.71, 4.18, 1.34)
C (2.90, 3.15, 1.82)
C (1.59, 3.07, 1.37)
C (1.07, 3.99, 0.47)
C (1.88, 5.01, 0.00)
N (0.74, 1.98, 1.86)
O (1.21, 1.20, 2.66)
O (-0.39, 1.91, 1.42)
H (3.84, 5.89, 0.06)
H (4.74, 4.25, 1.67)
H (3.31, 2.44, 2.52)
H (0.04, 3.92, 0.13)
H (1.49, 5.73, -0.70)
C (3.72, -1.67, 6.29)
C (5.01, -2.18, 6.12)
C (5.78, -1.78, 5.04)
C (5.25, -0.88, 4.13)
C (3.97, -0.37, 4.28)
C (3.20, -0.77, 5.37)
N (6.06, -0.44, 3.00)
O (7.17, -0.91, 2.88)
O (5.58, 0.39, 2.24)
H (3.13, -1.98, 7.14)
H (5.41, -2.88, 6.84)
H (6.77, -2.18, 4.92)
H (3.55, 0.33, 3.57)
H (2.20, -0.38, 5.50)
C (-3.28, -4.69, -4.93)
C (-3.93, -4.06, -5.98)
C (-4.33, -2.74, -5.87)
C (-4.08, -2.06, -4.68)
C (-3.44, -2.68, -3.62)
C (-3.05, -4.00, -3.74)
N (-4.47, -0.65, -4.56)
O (-5.04, -0.15, -5.51)
O (-4.21, -0.07, -3.53)
H (-2.97, -5.72, -5.02)
H (-4.11, -4.60, -6.90)
H (-4.83, -2.25, -6.69)
H (-3.25, -2.14, -2.70)
H (-2.55, -4.49, -2.92)
C (8.23, 0.45, -0.86)
C (7.51, -0.59, -0.29)
C (7.61, -1.87, -0.82)
C (8.44, -2.09, -1.91)
C (9.15, -1.05, -2.50)
C (9.04, 0.23, -1.96)
N (8.57, -3.44, -2.46)
O (7.92, -4.33, -1.94)
O (9.32, -3.61, -3.39)
H (8.15, 1.45, -0.44)
H (6.88, -0.41, 0.56)
H (7.06, -2.68, -0.37)
H (9.79, -1.22, -3.35)
H (9.59, 1.05, -2.41)

These are the Mulliken partial charges, in e, on atoms 1 to 2: number 1, C, carries -0.565; number 2, C, carries -0.823

***

This record from OMol25 describes a structure of composition C30H36BFN5O5SZn. The level of theory is ωB97M-V/def2-TZVPD.

HOMO level   -3.11 eV
Lowest unoccupied orbital energy   2.22 eV
Relative energy (zero: lowest compared OMol25 entry of this formula, charge and spin)   148.8 kJ/mol
Gap between HOMO and LUMO   5.33 eV
Charge   -1

Geometry (Å):
Zn (13.43, 10.13, 7.64)
C (14.26, 12.95, 11.91)
C (14.72, 11.53, 12.23)
N (13.61, 10.64, 11.83)
C (13.35, 10.25, 10.53)
S (14.69, 9.60, 9.63)
N (12.11, 10.25, 10.29)
N (11.63, 9.86, 8.99)
C (10.76, 10.93, 8.49)
C (9.36, 11.04, 9.11)
C (11.39, 12.01, 7.92)
C (10.86, 13.30, 7.97)
C (11.39, 14.35, 7.35)
C (12.48, 14.15, 6.46)
C (13.15, 12.92, 6.60)
N (12.57, 11.88, 7.27)
H (14.97, 13.77, 12.16)
H (13.38, 13.18, 12.51)
H (13.86, 13.06, 10.93)
H (14.89, 11.34, 13.33)
H (15.60, 11.16, 11.71)
H (12.77, 11.08, 12.24)
H (8.94, 10.09, 9.38)
H (8.71, 11.55, 8.39)
H (9.20, 11.71, 9.98)
H (10.04, 13.47, 8.74)
H (11.04, 15.44, 7.55)
H (13.06, 14.96, 6.09)
H (14.08, 12.71, 6.15)
C (19.50, 6.13, 6.80)
C (19.34, 7.32, 7.81)
C (20.78, 7.94, 8.00)
C (20.85, 9.07, 9.05)
C (19.90, 10.11, 8.58)
C (20.11, 11.42, 8.93)
C (19.19, 12.40, 8.54)
F (19.40, 13.74, 8.83)
C (17.97, 12.06, 7.95)
C (17.69, 10.69, 7.70)
C (16.42, 10.34, 7.02)
O (15.62, 11.27, 6.81)
C (16.28, 8.94, 6.64)
C (17.33, 8.10, 6.80)
N (18.55, 8.41, 7.37)
C (18.71, 9.73, 7.97)
C (15.02, 8.32, 5.96)
O (15.08, 7.33, 5.25)
O (13.94, 9.04, 6.11)
H (20.00, 5.32, 7.26)
H (20.04, 6.47, 5.88)
H (18.50, 5.82, 6.54)
H (18.92, 6.98, 8.75)
H (21.15, 8.34, 7.04)
H (21.50, 7.18, 8.24)
H (21.87, 9.46, 9.11)
H (20.67, 8.65, 10.07)
H (20.95, 11.70, 9.56)
H (17.25, 12.77, 7.62)
H (17.12, 7.11, 6.54)
C (11.77, 6.16, 6.10)
C (11.04, 6.62, 7.34)
C (9.62, 6.23, 7.30)
O (11.06, 8.03, 7.39)
B (11.42, 8.44, 8.65)
O (11.59, 7.35, 9.50)
C (11.78, 6.18, 8.69)
C (13.30, 6.00, 8.54)
C (11.28, 4.96, 9.43)
H (11.15, 6.21, 5.17)
H (12.11, 5.11, 6.29)
H (12.60, 6.83, 5.94)
H (9.02, 6.74, 6.53)
H (9.01, 6.33, 8.26)
H (9.54, 5.14, 7.15)
H (13.78, 6.77, 7.92)
H (13.58, 5.04, 8.07)
H (13.81, 6.03, 9.49)
H (10.20, 5.06, 9.74)
H (11.89, 4.77, 10.34)
H (11.23, 4.07, 8.77)

These are the Mulliken partial charges, in e, on atoms 1 to 2: number 1, Zn, carries 0.849; number 2, C, carries -1.078

***

This record from OMol25 describes a cluster of 10 separate species, C30H36Cl8N4O8 in total. The level of theory is ωB97M-V/def2-TZVPD.

HOMO level   -9.46 eV
Lowest unoccupied orbital energy   -0.21 eV
Gap between HOMO and LUMO   9.25 eV
Charge   0

Geometry (Å):
C (22.03, -10.65, 16.46)
Cl (20.55, -10.30, 15.53)
Cl (22.92, -9.18, 16.88)
Cl (21.44, -11.43, 17.91)
Cl (23.13, -11.63, 15.52)
C (15.81, -14.18, 7.58)
Cl (14.37, -13.51, 8.29)
Cl (16.24, -13.29, 6.09)
Cl (17.17, -14.14, 8.75)
Cl (15.60, -15.87, 7.09)
C (16.20, -6.57, 14.20)
N (15.01, -7.23, 13.62)
O (13.97, -6.58, 13.61)
O (15.14, -8.30, 13.06)
H (16.81, -6.36, 13.32)
H (16.75, -7.29, 14.80)
H (15.91, -5.66, 14.70)
C (16.87, -9.47, 16.99)
N (17.59, -8.55, 17.93)
O (18.70, -8.18, 17.59)
O (16.98, -8.08, 18.86)
H (17.43, -9.48, 16.06)
H (15.93, -8.96, 16.82)
H (16.82, -10.46, 17.43)
C (18.74, -9.94, 8.28)
N (19.70, -10.84, 7.53)
O (20.83, -10.43, 7.39)
O (19.28, -11.90, 7.13)
H (19.05, -8.96, 7.94)
H (18.81, -10.21, 9.33)
H (17.76, -10.17, 7.87)
C (12.19, -10.36, 13.56)
N (12.11, -9.97, 15.02)
O (11.05, -10.07, 15.57)
O (13.13, -9.53, 15.52)
H (11.56, -9.58, 13.13)
H (11.76, -11.35, 13.54)
H (13.23, -10.39, 13.26)
C (16.77, -13.20, 17.24)
C (18.03, -13.13, 17.83)
C (18.22, -12.55, 19.09)
C (17.10, -12.09, 19.79)
C (15.85, -12.12, 19.16)
C (15.68, -12.63, 17.88)
H (16.71, -13.57, 16.22)
H (18.91, -13.45, 17.30)
H (19.22, -12.48, 19.49)
H (17.15, -11.61, 20.76)
H (15.11, -11.60, 19.75)
H (14.68, -12.61, 17.47)
C (12.71, -9.57, 10.22)
C (11.51, -8.85, 10.21)
C (10.31, -9.51, 10.48)
C (10.31, -10.89, 10.61)
C (11.50, -11.61, 10.61)
C (12.70, -10.93, 10.43)
H (13.63, -9.00, 10.14)
H (11.56, -7.78, 10.02)
H (9.40, -8.95, 10.64)
H (9.38, -11.44, 10.70)
H (11.48, -12.67, 10.83)
H (13.62, -11.50, 10.43)
C (18.27, -12.38, 11.56)
C (17.10, -11.70, 11.23)
C (16.34, -11.05, 12.18)
C (16.69, -11.10, 13.53)
C (17.83, -11.83, 13.90)
C (18.60, -12.42, 12.91)
H (18.90, -12.72, 10.74)
H (16.83, -11.54, 10.19)
H (15.45, -10.47, 12.00)
H (16.11, -10.61, 14.30)
H (18.15, -11.97, 14.93)
H (19.53, -12.85, 13.26)
C (21.64, -17.82, 15.19)
C (21.99, -16.63, 15.81)
C (22.00, -15.44, 15.10)
C (21.60, -15.40, 13.78)
C (21.32, -16.62, 13.15)
C (21.28, -17.81, 13.84)
H (21.73, -18.73, 15.75)
H (22.26, -16.53, 16.85)
H (22.12, -14.49, 15.61)
H (21.52, -14.44, 13.28)
H (21.02, -16.59, 12.11)
H (20.96, -18.71, 13.33)

These are the Mulliken partial charges, in e, on atoms 1 to 2: number 1, C, carries 0.278; number 2, Cl, carries -0.029

***

Record-wise E values, in eV: -78642.38354, -162091.87660, -65931.74641, -93096.86744, -112035.01451, -154201.00532